{"formula": "C48H96F8N12O28P4", "method": "the ωB97M-V functional and the def2-TZVPD basis", "symbols": ["C", "C", "O", "C", "O", "O", "F", "H", "H", "H", "C", "C", "O", "C", "O", "O", "F", "H", "H", "H", "C", "C", "O", "C", "O", "O", "F", "H", "H", "H", "C", "C", "O", "C", "O", "O", "F", "H", "H", "H", "C", "C", "O", "C", "O", "O", "F", "H", "H", "H", "C", "C", "O", "C", "O", "O", "F", "H", "H", "H", "C", "C", "O", "C", "O", "O", "F", "H", "H", "H", "C", "C", "O", "C", "O", "O", "F", "H", "H", "H", "O", "P", "N", "C", "C", "N", "C", "C", "N", "C", "C", "H", "H", "H", "H", "H", "H", "H", "H", "H", "H", "H", "H", "H", "H", "H", "H", "H", "H", "O", "P", "N", "C", "C", "N", "C", "C", "N", "C", "C", "H", "H", "H", "H", "H", "H", "H", "H", "H", "H", "H", "H", "H", "H", "H", "H", "H", "H", "O", "P", "N", "C", "C", "N", "C", "C", "N", "C", "C", "H", "H", "H", "H", "H", "H", "H", "H", "H", "H", "H", "H", "H", "H", "H", "H", "H", "H", "O", "P", "N", "C", "C", "N", "C", "C", "N", "C", "C", "H", "H", "H", "H", "H", "H", "H", "H", "H", "H", "H", "H", "H", "H", "H", "H", "H", "H"], "positions_angstrom": [[5.23401, -1.17157, 2.21844], [3.96538, -2.02174, 2.10526], [3.22826, -1.70937, 3.22199], [3.90858, -0.79034, 3.98391], [3.54908, -0.49304, 5.11388], [4.99186, -0.34827, 3.37706], [4.29311, -3.38458, 2.08876], [5.37834, -0.58738, 1.34046], [6.05476, -1.87744, 2.42647], [3.52243, -1.91057, 1.12445], [0.37937, 0.61484, -5.39080], [1.80913, -0.06833, -5.54633], [1.45449, -1.43871, -5.57297], [0.18353, -1.59271, -5.12543], [-0.28102, -2.67223, -4.98824], [-0.42794, -0.48842, -4.92907], [2.63080, 0.20115, -4.51113], [0.02312, 0.98423, -6.33631], [0.42251, 1.34500, -4.61382], [2.30728, 0.29571, -6.37628], [0.09294, -6.98509, -5.03075], [1.14183, -6.89718, -6.06169], [2.22845, -6.29312, -5.37458], [1.72650, -5.80839, -4.18923], [2.47653, -5.24947, -3.40471], [0.54153, -6.25448, -3.92543], [0.81685, -6.15400, -7.13275], [-0.16240, -8.01573, -4.75854], [-0.81474, -6.44947, -5.40215], [1.31409, -7.82322, -6.53870], [-4.35962, -8.68879, -0.60151], [-4.51392, -7.42893, -1.42346], [-3.68981, -7.68664, -2.52375], [-2.78216, -8.68051, -2.20497], [-1.84026, -8.93832, -2.87932], [-3.13645, -9.31823, -1.10065], [-3.95428, -6.45834, -0.73316], [-5.13073, -9.45505, -0.83350], [-4.26664, -8.43680, 0.40910], [-5.50265, -7.09915, -1.81602], [-4.46629, -3.85165, -3.02737], [-3.53420, -4.01269, -4.23610], [-4.05202, -5.07478, -5.03179], [-5.15078, -5.52177, -4.47288], [-5.93254, -6.34224, -4.88884], [-5.41595, -4.90240, -3.27889], [-2.33709, -4.36319, -3.83568], [-4.95986, -2.88805, -3.03924], [-3.97639, -4.09649, -2.13446], [-3.37566, -3.11278, -4.87388], [-0.45427, 4.68283, 2.88356], [-0.64244, 5.57854, 4.09715], [-1.08603, 6.82519, 3.54117], [-0.63791, 6.82948, 2.20521], [-0.53667, 7.79297, 1.52624], [-0.27950, 5.59965, 1.82620], [0.53729, 5.83731, 4.80301], [-1.32083, 4.11689, 2.65959], [0.31626, 3.90558, 3.08264], [-1.37036, 5.21160, 4.86376], [3.66263, 5.26596, -2.16826], [2.36627, 6.00699, -2.38044], [1.57345, 4.95992, -3.00114], [2.36319, 4.09961, -3.63863], [2.03433, 3.45236, -4.52721], [3.61691, 4.14004, -3.09586], [2.42649, 7.03814, -3.19230], [3.80298, 4.91561, -1.12328], [4.57858, 5.80020, -2.41113], [1.82437, 6.39323, -1.52633], [3.62959, -2.51620, -2.79589], [4.69199, -3.54661, -2.37029], [5.30762, -2.81705, -1.32136], [5.18273, -1.50702, -1.54974], [5.76481, -0.64065, -0.97419], [4.29870, -1.26964, -2.50659], [5.65021, -3.78076, -3.33763], [2.70054, -2.49272, -2.25828], [3.37172, -2.58742, -3.83126], [4.36482, -4.45321, -1.97180], [7.59908, 3.73094, 2.77431], [6.21069, 3.69026, 2.33187], [5.29542, 2.94014, 3.50494], [3.85694, 2.96895, 3.53082], [5.90947, 2.63080, 4.82890], [5.98042, 2.88441, 0.91776], [6.81260, 1.73779, 0.84160], [4.64902, 2.58071, 0.47784], [5.52514, 5.21419, 2.05243], [5.52834, 6.12914, 3.13986], [5.94845, 5.79480, 0.81584], [3.53873, 3.83969, 4.11492], [3.38492, 2.00838, 3.86055], [3.50790, 3.18328, 2.53546], [5.59589, 3.42922, 5.56144], [7.03054, 2.79614, 4.82561], [5.66798, 1.62229, 5.21650], [6.61218, 1.25446, -0.08919], [7.88874, 1.97852, 0.78605], [6.60117, 1.05358, 1.63394], [4.32865, 1.71579, 1.11858], [3.97746, 3.44127, 0.69290], [4.55320, 2.26633, -0.59025], [4.81130, 6.92164, 2.86961], [5.07735, 5.68092, 4.03732], [6.54566, 6.52546, 3.30509], [5.19788, 6.61399, 0.60149], [6.15977, 4.98598, 0.10888], [6.88897, 6.26028, 0.94486], [-7.46806, 0.17081, -1.22514], [-6.92193, 0.06176, -2.60636], [-7.13077, 1.32083, -3.65312], [-6.48481, 2.51959, -3.26297], [-8.48206, 1.48184, -4.21953], [-7.51308, -1.17486, -3.47873], [-8.53755, -2.08158, -3.00618], [-6.86306, -1.34334, -4.72974], [-5.28201, 0.05116, -2.48233], [-4.25271, 0.44737, -3.43865], [-4.68464, -0.38635, -1.19538], [-5.46840, 2.29702, -3.02448], [-6.89328, 3.02824, -2.37206], [-6.46622, 3.23355, -4.12969], [-9.36766, 1.29344, -3.62165], [-8.50983, 0.84642, -5.10771], [-8.59012, 2.51041, -4.64118], [-8.34406, -3.11542, -3.31537], [-8.58648, -1.93709, -1.90981], [-9.54687, -1.89265, -3.35044], [-5.78391, -1.13256, -4.52481], [-6.89465, -2.41198, -4.98529], [-7.20963, -0.74008, -5.50916], [-4.66038, 0.79682, -4.37239], [-3.69374, 1.37154, -3.17801], [-3.60029, -0.37695, -3.59235], [-5.48397, -0.74735, -0.53208], [-4.29067, 0.54654, -0.71752], [-3.78591, -1.03056, -1.44328], [2.25095, -0.29512, -0.22323], [0.80397, -0.26575, -0.24289], [0.34891, 0.64007, -1.52030], [1.41598, 1.56022, -2.05511], [-0.95965, 0.91328, -1.95433], [0.10884, 0.41990, 1.15703], [0.65157, 1.70354, 1.58181], [-1.35408, 0.51527, 1.23784], [-0.07242, -1.66523, -0.24661], [-0.05575, -2.43697, 1.02728], [-0.41317, -2.40469, -1.46635], [2.40492, 1.32908, -1.73558], [1.03865, 2.53395, -1.71849], [1.31792, 1.53877, -3.12361], [-1.31137, 1.85725, -1.51862], [-1.66346, 0.09019, -1.57551], [-1.09840, 0.89873, -3.03678], [0.45830, 1.85103, 2.65079], [1.74970, 1.68594, 1.40695], [0.26175, 2.51462, 0.90340], [-1.79654, 1.40348, 0.77927], [-1.82107, -0.38910, 0.89670], [-1.57909, 0.49564, 2.29016], [0.89782, -2.19381, 1.50154], [-0.88080, -2.27735, 1.65186], [0.01702, -3.47114, 0.77731], [-1.48493, -2.65263, -1.57069], [-0.02228, -3.39919, -1.38423], [-0.17799, -1.88268, -2.41053], [-0.81274, 2.39100, 4.84028], [-0.74275, 1.23737, 5.76760], [0.81639, 1.15327, 6.29414], [1.23166, 0.11405, 7.20832], [1.69780, 2.31588, 6.29664], [-0.89600, -0.36032, 5.19527], [0.16917, -1.00155, 4.39857], [-2.26189, -0.84713, 4.82648], [-1.91021, 1.32392, 7.00145], [-2.00286, 0.17711, 7.96037], [-2.09058, 2.57043, 7.71335], [1.03816, 0.44242, 8.24638], [2.24631, -0.14949, 7.02260], [0.59336, -0.74968, 7.10589], [1.67827, 2.80015, 7.25729], [1.32597, 2.97309, 5.55223], [2.71611, 1.97828, 6.16796], [1.10995, -0.54267, 4.65036], [0.17762, -2.07662, 4.50143], [0.25737, -0.79658, 3.37832], [-2.27892, -1.35987, 3.87619], [-2.61688, -1.56058, 5.58840], [-3.02283, -0.05395, 4.72352], [-2.97265, 0.12797, 8.42589], [-1.79629, -0.73964, 7.48425], [-1.27359, 0.35722, 8.78254], [-2.01593, 3.46659, 7.09885], [-1.47671, 2.66006, 8.57586], [-3.15874, 2.60603, 8.08367]], "forces_ev_per_a": [[-0.249, -1.249, 0.706], [1.431, -0.701, -1.341], [-0.337, 0.351, 0.185], [-0.963, -0.096, 2.767], [0.618, -0.265, -2.489], [0.192, -0.186, -0.396], [-0.046, 0.447, 0.699], [0.314, 0.487, -0.430], [-0.018, 0.596, -0.143], [-1.020, 0.543, 0.236], [1.705, -1.306, 0.376], [-2.733, 0.214, 1.268], [1.041, 1.098, -0.201], [1.178, -2.460, -0.719], [-0.588, -0.956, 0.364], [-1.039, 2.857, 0.085], [0.009, -0.331, 0.631], [-0.275, 0.149, -0.240], [-0.211, 0.660, 0.051], [0.926, -0.001, -2.077], [-3.126, 0.069, -0.468], [1.057, 0.209, -0.008], [-1.165, -0.200, -0.404], [4.337, 0.225, 1.806], [-1.663, -0.148, -1.273], [-0.716, 0.244, 0.580], [-0.591, 1.488, -0.669], [0.103, 0.353, 0.169], [0.444, -0.712, 0.187], [1.203, -1.369, 0.203], [-0.863, -2.083, -1.987], [-0.633, -1.499, -1.599], [0.429, -0.309, -0.286], [0.148, 0.334, -0.991], [0.044, 0.064, -0.062], [-0.718, 0.942, 0.834], [0.749, 2.409, 1.312], [0.135, 0.762, 0.577], [0.148, -0.005, 1.533], [0.562, -0.478, 0.523], [-0.936, -0.769, -2.315], [-0.257, 1.419, -0.885], [0.535, 0.910, -0.085], [-3.143, -1.417, 0.835], [1.514, 0.782, 0.058], [0.118, 0.252, -0.132], [2.085, -0.868, 0.807], [-0.173, 0.162, 0.277], [0.857, 0.051, 1.304], [-0.542, -0.561, 0.282], [0.512, -0.433, 1.415], [-0.904, 0.562, 1.130], [0.898, -1.222, -1.035], [0.129, 0.437, 1.098], [-0.384, 0.104, 0.037], [0.774, -0.131, -0.426], [-0.493, -0.349, -0.790], [-1.142, -0.520, 0.140], [0.071, 1.111, -0.582], [0.577, 0.330, -0.882], [1.237, -0.860, 0.407], [-1.124, -1.952, 0.741], [-0.648, 1.786, 0.805], [2.280, 2.131, 2.813], [-1.151, -2.851, -3.192], [-0.593, 0.631, 0.301], [0.601, 1.319, -1.716], [-0.441, -0.025, -0.669], [-0.254, 0.425, -0.124], [0.046, -0.599, 0.575], [0.769, -0.006, -0.541], [0.095, 2.032, -0.019], [0.633, -0.842, 0.288], [-0.105, 1.019, -0.145], [0.325, -0.143, 0.413], [-0.482, -0.444, -0.648], [-0.728, 0.225, 0.300], [-0.280, -0.562, 0.702], [0.196, 0.101, -0.713], [-0.603, -1.414, 0.339], [1.218, -0.052, -0.060], [-0.988, 0.814, 1.255], [0.873, -0.771, 1.099], [-0.298, 0.157, -0.109], [0.931, 1.501, 0.337], [0.101, 1.295, -0.777], [1.799, -0.344, -1.053], [-1.331, -0.553, 0.493], [-0.296, -2.616, -0.265], [-0.702, 0.644, 0.539], [-0.998, 0.738, -0.224], [-0.417, -0.333, 0.477], [0.491, 0.821, 0.009], [-0.323, -0.073, -0.233], [-0.209, -0.877, -0.373], [-1.329, -0.573, -0.505], [-0.072, 0.541, -0.429], [-0.258, -0.501, -0.554], [-0.527, 0.074, 0.516], [0.113, -0.632, 0.748], [-0.437, 0.430, -0.731], [0.353, -0.556, -0.373], [0.445, 0.338, 0.737], [0.487, 0.210, 0.157], [0.567, -0.028, -0.096], [-0.424, 0.074, 0.319], [0.734, -0.982, -0.663], [-0.782, 0.548, -0.410], [1.295, 0.929, 0.150], [-0.245, -0.415, -0.800], [-0.285, 0.958, 1.743], [-1.337, -0.215, 0.027], [0.253, 2.191, -0.403], [0.492, 0.695, -1.700], [-0.799, -0.321, 0.392], [-0.140, -0.039, 0.882], [2.065, -2.017, 0.987], [1.483, -0.548, 0.251], [-0.857, 1.189, 0.165], [0.498, 1.351, -0.597], [0.564, 0.183, 0.170], [-0.226, -0.135, -0.334], [-0.091, -0.463, 0.793], [0.230, -0.155, 0.618], [-0.418, -0.139, 0.095], [0.224, -0.631, 0.547], [0.388, 0.096, 0.372], [0.087, -0.549, -0.498], [-0.261, 0.527, -0.482], [-0.654, -0.085, -0.769], [-0.149, 0.232, -0.314], [-0.621, 0.888, -1.357], [-0.546, -0.510, -0.537], [0.091, -0.664, 0.743], [0.939, -0.609, -0.309], [0.652, -0.414, -0.320], [-0.017, -0.730, -0.066], [-1.174, 0.183, 0.688], [2.158, -0.468, 0.755], [-2.780, 0.398, 1.022], [2.418, -0.454, -1.081], [-2.833, 0.205, 0.233], [-2.265, -1.015, 0.879], [-0.075, 0.201, -0.486], [1.279, -0.036, -1.010], [0.469, -0.712, 0.638], [-0.412, -0.288, -0.397], [2.049, 0.512, -1.864], [-0.928, 0.148, 0.063], [0.452, -0.262, 0.287], [0.737, 0.365, -0.091], [0.432, 0.082, -0.213], [-0.244, 0.103, -0.356], [0.903, 1.164, -0.411], [0.261, 0.226, -0.008], [-0.179, 0.252, -0.283], [-0.516, 0.039, 0.308], [0.081, -0.283, 0.922], [0.142, -0.008, -0.118], [-0.231, -0.287, -0.707], [-0.301, 0.555, 0.661], [-0.340, -0.031, 0.545], [-1.209, 0.456, 0.916], [-0.126, -0.902, -0.202], [-0.132, 0.610, 0.398], [0.976, -0.504, -0.489], [0.406, -0.284, 0.680], [-0.715, 0.213, -0.136], [0.644, -0.980, -0.178], [0.258, -0.067, 0.225], [-1.289, 0.423, 0.946], [-0.513, -0.974, 0.549], [-1.454, 0.477, -0.989], [0.493, 0.780, 1.504], [-0.038, 0.344, 0.815], [0.508, -1.304, -0.286], [0.851, 1.933, 0.413], [-2.419, 0.450, -0.424], [0.643, -0.038, -0.079], [0.777, -0.205, 0.080], [0.011, -0.415, -0.313], [-0.127, 0.489, 0.623], [0.193, 0.780, -0.726], [0.310, -0.002, -0.510], [0.514, -0.422, 1.037], [0.030, -0.287, 0.481], [-1.248, 0.517, -2.134], [0.398, -0.181, -0.333], [-0.004, 0.184, -0.246], [0.492, -0.071, 0.303], [-0.579, 0.164, -0.045], [0.300, -0.975, -0.545], [-0.323, -0.342, -0.372], [0.389, -0.263, -0.267], [0.886, 0.071, 0.795], [0.963, -0.127, -0.221]], "e_lumo_ev": 0.11, "max_force_ev_per_a": 4.7, "homo_ha": -0.31307}